1.
This record from the OMol25 dataset describes a 2-piece molecular cluster, C3H12Si2 overall. The level of theory is ωB97M-V/def2-TZVPD.

```
! RIJCOSX wB97M-V def2-TZVPD def2/J DEFGRID3
* xyz 0 1
C 0.91 -1.14 2.49
C 1.79 -1.61 -0.32
C -1.55 2.35 -1.76
Si -1.38 0.89 -0.66
Si 2.02 -0.34 1.11
H -0.16 -0.96 2.34
H 0.89 -2.20 2.38
H 1.26 -0.83 3.38
H 2.80 -1.98 -0.58
H 1.09 -2.38 -0.06
H 1.50 -1.15 -1.22
H -0.62 2.90 -2.06
H -2.03 2.12 -2.80
H -0.01 0.14 -0.39
H -2.39 -0.08 -1.31
H -1.81 1.23 0.82
H -2.32 3.04 -1.37
*
```

Summary:
highest occupied orbital energy: -7.9 eV
relative energy (zero: lowest compared OMol25 entry of this formula, charge and spin): 43.05 kcal per mole
gap between HOMO and LUMO: 0.2859 Eh
LUMO level: -0.13 eV

---

2.
This record from the OMol25 dataset describes a 2-piece molecular cluster, C3H13N2 overall. The level of theory is ωB97M-V/def2-TZVPD.

```
! RIJCOSX wB97M-V def2-TZVPD def2/J DEFGRID3
* xyz 1 1
C 1.14 -2.76 0.36
H 1.57 -2.00 1.01
H 1.25 -2.46 -0.69
H 0.10 -2.99 0.56
H 1.78 -3.63 0.50
N 1.06 0.62 0.61
C 0.16 1.23 -0.46
C -1.29 1.03 -0.06
N -2.13 1.81 -0.94
H 1.00 1.19 1.45
H 0.72 -0.32 0.80
H 2.02 0.55 0.28
H 0.44 2.27 -0.54
H 0.41 0.71 -1.39
H -1.52 -0.04 0.00
H -1.46 1.45 0.94
H -2.18 1.43 -1.87
H -3.07 1.92 -0.58
*
```

Summary:
highest occupied orbital energy: -13.5 eV
relative energy (zero: lowest compared OMol25 entry of this formula, charge and spin): 30.29 kcal per mole
gap between HOMO and LUMO: 0.3667 Eh
LUMO level: -3.57 eV

---

3.
This record from the OMol25 dataset describes a 2-piece molecular cluster, C3H13N2 overall. The level of theory is ωB97M-V/def2-TZVPD.

```
! RIJCOSX wB97M-V def2-TZVPD def2/J DEFGRID3
* xyz 2 2
C 1.50 1.88 -0.55
N 1.69 0.51 -0.28
H 2.52 2.51 -0.26
H 1.57 2.11 -1.58
H 0.71 2.58 -0.10
H 2.07 0.25 0.65
H 2.19 0.05 -1.01
H -0.06 0.18 -0.10
C -1.19 -1.50 -0.76
N -1.07 -0.23 0.04
C -1.04 -0.71 1.53
H -0.48 -2.18 -0.41
H -2.14 -2.09 -0.56
H -1.24 -1.41 -1.84
H -1.85 0.50 0.08
H -1.70 -0.06 2.16
H 0.06 -0.77 1.80
H -1.58 -1.70 1.55
*
```

Summary:
highest occupied orbital energy (spin up / spin down): -21.3 / -21.3 eV
relative energy (zero: lowest compared OMol25 entry of this formula, charge and spin): 38.66 kcal per mole
<S²>: 0.76
gap between HOMO and LUMO (spin up / spin down): 0.4988 / 0.2714 Eh
LUMO level (spin up / spin down): -7.69 / -13.88 eV

---

4.
This record from the OMol25 dataset describes a 2-piece molecular cluster, C3H13N2O overall. The level of theory is ωB97M-V/def2-TZVPD.

```
! RIJCOSX wB97M-V def2-TZVPD def2/J DEFGRID3
* xyz 1 1
N -0.88 -0.02 1.26
C 0.49 0.33 0.69
C 0.35 1.59 -0.15
C 1.00 -0.85 -0.14
N 2.33 -0.55 -0.68
H -0.84 -0.93 1.85
H -1.54 -0.27 0.46
H -1.23 0.73 1.80
H 1.15 0.48 1.59
H -0.27 1.45 -0.98
H 1.34 1.86 -0.62
H -0.04 2.41 0.47
H 1.06 -1.79 0.48
H 0.29 -1.10 -0.97
H 3.02 -0.65 0.01
H 2.56 -1.21 -1.44
H -3.38 -1.11 -1.04
H -2.73 0.10 -1.67
O -2.68 -0.45 -0.89
*
```

Summary:
highest occupied orbital energy: -13.2 eV
relative energy (zero: lowest compared OMol25 entry of this formula, charge and spin): 13.52 kcal per mole
gap between HOMO and LUMO: 0.3673 Eh
LUMO level: -3.21 eV

---

5.
This record from the OMol25 dataset describes a 2-piece molecular cluster, C3H13N2O overall. The level of theory is ωB97M-V/def2-TZVPD.

```
! RIJCOSX wB97M-V def2-TZVPD def2/J DEFGRID3
* xyz 1 1
C 1.88 -0.02 -1.07
C 0.50 -0.83 -1.17
C -0.39 -0.94 0.12
N -0.51 0.45 0.67
N 1.60 1.45 -1.24
H 2.58 -0.25 -0.21
H 2.38 -0.24 -2.07
H 0.75 -1.85 -1.42
H 0.20 -0.40 -2.09
H 0.20 -1.52 0.92
H -1.34 -1.32 -0.24
H -0.39 0.49 1.71
H 0.85 1.74 -0.48
H -1.51 0.84 0.46
H 2.43 2.04 -1.01
H 1.04 1.77 -2.11
H -3.95 -0.02 2.80
H -3.23 -1.09 3.42
O -3.07 -0.31 2.99
*
```

Summary:
highest occupied orbital energy: -13.5 eV
relative energy (zero: lowest compared OMol25 entry of this formula, charge and spin): 41.32 kcal per mole
gap between HOMO and LUMO: 0.3756 Eh
LUMO level: -3.29 eV

---

6.
This record from the OMol25 dataset describes a 2-piece molecular cluster, C3H13N2O overall. The level of theory is ωB97M-V/def2-TZVPD.

```
! RIJCOSX wB97M-V def2-TZVPD def2/J DEFGRID3
* xyz 2 2
C 0.78 0.64 1.72
N 1.55 1.59 1.00
C 0.18 -0.50 0.73
N -0.32 0.17 -0.55
C 0.39 0.07 -1.88
H -0.10 1.15 2.15
H 1.43 0.01 2.36
H 1.90 2.36 1.58
H 2.16 1.20 0.27
H -0.57 -0.96 1.39
H 0.89 -1.28 0.50
H -1.27 -0.26 -0.68
H -0.48 1.13 -0.27
H 0.93 -0.87 -1.90
H 1.16 0.84 -1.89
H -0.34 0.12 -2.68
H -2.49 -2.53 -0.61
H -3.36 -1.31 -0.65
O -2.43 -1.57 -0.59
*
```

Summary:
highest occupied orbital energy (spin up / spin down): -19.6 / -19.6 eV
relative energy (zero: lowest compared OMol25 entry of this formula, charge and spin): 29.18 kcal per mole
<S²>: 0.75
gap between HOMO and LUMO (spin up / spin down): 0.4507 / 0.2363 Eh
LUMO level (spin up / spin down): -7.37 / -13.20 eV

---

7.
This record from the OMol25 dataset describes a 2-piece molecular cluster, C3H13N2O overall. The level of theory is ωB97M-V/def2-TZVPD.

```
! RIJCOSX wB97M-V def2-TZVPD def2/J DEFGRID3
* xyz 2 2
C -1.07 0.67 -0.92
C -1.00 -0.85 -0.67
C 0.24 -1.57 -1.19
N 1.44 -1.37 -0.39
N 0.08 1.37 -0.09
H -0.84 0.88 -1.97
H -1.98 1.11 -0.49
H -1.09 -1.12 0.39
H -1.98 -1.26 -0.99
H 0.46 -1.31 -2.22
H 0.10 -2.69 -1.16
H 1.32 -1.64 0.60
H 2.20 -1.98 -0.73
H 0.48 2.12 -0.66
H 0.88 0.73 0.02
H -0.32 1.67 0.85
H 0.16 1.79 3.43
H 0.85 0.85 2.45
O 0.04 1.36 2.58
*
```

Summary:
highest occupied orbital energy (spin up / spin down): -19.8 / -19.8 eV
relative energy (zero: lowest compared OMol25 entry of this formula, charge and spin): 27.40 kcal per mole
<S²>: 0.75
gap between HOMO and LUMO (spin up / spin down): 0.4503 / 0.2302 Eh
LUMO level (spin up / spin down): -7.55 / -13.54 eV

---

8.
This record from the OMol25 dataset describes a 3-piece molecular cluster, C3H13N2O2S overall. The level of theory is ωB97M-V/def2-TZVPD.

```
! RIJCOSX wB97M-V def2-TZVPD def2/J DEFGRID3
* xyz -1 1
N 0.53 2.40 -0.53
C 0.75 0.94 -0.24
C -0.58 0.16 -0.28
S -0.86 -0.44 -2.00
C 1.52 1.00 1.10
N 2.91 1.40 0.99
H 0.46 2.61 -1.51
H -0.22 2.81 0.02
H 1.36 0.55 -1.04
H -0.44 -0.71 0.38
H -1.41 0.73 0.14
H 1.03 1.46 1.95
H 1.48 -0.09 1.38
H 2.94 2.32 0.57
H 3.43 0.71 0.50
H 1.62 -2.26 -0.86
H 0.24 -2.48 -0.90
O 1.03 -3.02 -0.72
H -5.81 -2.58 0.94
H -4.61 -2.50 -0.08
O -5.37 -3.01 0.20
*
```

Summary:
highest occupied orbital energy: -3.1 eV
relative energy (zero: lowest compared OMol25 entry of this formula, charge and spin): 27.39 kcal per mole
gap between HOMO and LUMO: 0.2345 Eh
LUMO level: 3.31 eV

---

9.
This record from the OMol25 dataset describes a 3-piece molecular cluster, C3H13N2O2S overall. The level of theory is ωB97M-V/def2-TZVPD.

```
! RIJCOSX wB97M-V def2-TZVPD def2/J DEFGRID3
* xyz -1 1
N -0.21 0.29 -0.91
C 1.13 -0.15 -0.50
C 1.09 -1.52 0.15
S 0.35 -2.80 -0.96
C 1.75 0.89 0.45
N 1.49 2.29 0.15
H -0.45 -0.20 -1.77
H -0.87 -0.13 -0.25
H 1.76 -0.26 -1.40
H 2.10 -1.87 0.40
H 0.51 -1.48 1.07
H 1.42 0.69 1.47
H 2.84 0.78 0.48
H 0.48 2.41 0.09
H 1.86 2.53 -0.76
H -2.51 2.08 0.23
H -2.67 1.78 -1.25
O -3.17 2.05 -0.47
H -2.34 -2.73 0.53
H -2.03 -2.55 1.98
O -2.50 -2.11 1.27
*
```

Summary:
highest occupied orbital energy: -2.9 eV
relative energy (zero: lowest compared OMol25 entry of this formula, charge and spin): 17.48 kcal per mole
gap between HOMO and LUMO: 0.2413 Eh
LUMO level: 3.71 eV

---

10.
This record from the OMol25 dataset describes a 3-piece molecular cluster, C3H13N2O3 overall. The level of theory is ωB97M-V/def2-TZVPD.

```
! RIJCOSX wB97M-V def2-TZVPD def2/J DEFGRID3
* xyz 1 1
N 0.58 -0.63 0.35
C 0.17 0.16 -0.96
C 0.41 -0.69 -2.20
C -1.29 0.37 -0.78
N -1.88 1.44 -1.28
O -1.96 -0.23 0.04
H 1.57 -0.69 0.40
H 0.16 -1.64 0.28
H 0.17 -0.23 1.32
H 0.81 1.16 -0.97
H -0.16 -0.18 -3.01
H -0.18 -1.59 -2.19
H 1.38 -0.89 -2.54
H -2.90 1.43 -1.15
H -1.33 1.94 -2.02
H -0.46 0.52 3.52
H -1.42 0.50 2.43
O -0.43 0.51 2.58
H 3.86 0.09 1.42
H 3.24 -1.20 2.02
O 3.48 -0.77 1.21
*
```

Summary:
highest occupied orbital energy: -14.2 eV
relative energy (zero: lowest compared OMol25 entry of this formula, charge and spin): 27.08 kcal per mole
gap between HOMO and LUMO: 0.4135 Eh
LUMO level: -2.94 eV

---

11.
This record from the OMol25 dataset describes a 3-piece molecular cluster, C3H13N2O3 overall. The level of theory is ωB97M-V/def2-TZVPD.

```
! RIJCOSX wB97M-V def2-TZVPD def2/J DEFGRID3
* xyz 1 1
O 2.27 -1.33 0.50
C 1.31 -0.91 -0.10
N 0.71 -1.65 -1.09
C 0.85 0.56 -0.16
N 0.89 1.13 1.20
C 0.18 2.43 1.19
H 0.96 -2.64 -1.09
H -0.28 -1.55 -1.31
H 1.62 0.99 -0.85
H -0.14 0.76 -0.62
H 1.89 1.26 1.44
H 0.51 0.51 1.97
H -0.86 2.51 0.82
H 0.70 3.25 0.74
H -0.05 2.61 2.25
H -3.86 -0.10 -2.05
H -2.46 -0.17 -2.74
O -2.92 -0.27 -1.90
H -2.16 -1.17 0.65
H -2.36 0.39 0.40
O -1.74 -0.31 0.63
*
```

Summary:
highest occupied orbital energy: -14.0 eV
relative energy (zero: lowest compared OMol25 entry of this formula, charge and spin): 35.78 kcal per mole
gap between HOMO and LUMO: 0.4014 Eh
LUMO level: -3.10 eV

---

12.
This record from the OMol25 dataset describes a 2-piece molecular cluster, C3H13N2OS2 overall. The level of theory is ωB97M-V/def2-TZVPD.

```
! RIJCOSX wB97M-V def2-TZVPD def2/J DEFGRID3
* xyz 1 1
S 1.75 -2.60 1.86
S 0.19 -1.73 2.76
C -0.68 -1.24 1.18
C 0.06 -0.09 0.54
C -1.02 1.02 0.14
N -1.90 0.47 -0.87
N 0.72 -0.41 -0.78
H 1.78 -3.84 2.37
H -1.66 -0.88 1.52
H -0.91 -2.14 0.62
H 0.74 0.53 1.11
H -0.40 1.80 -0.32
H -1.46 1.29 1.10
H -2.14 1.13 -1.59
H -2.68 -0.03 -0.49
H 0.94 -1.40 -0.77
H 1.41 0.24 -1.16
H -0.02 -0.30 -1.50
H 2.46 3.03 -1.73
H 1.01 2.81 -2.19
O 1.78 2.35 -1.79
*
```

Summary:
highest occupied orbital energy: -12.1 eV
relative energy (zero: lowest compared OMol25 entry of this formula, charge and spin): 23.80 kcal per mole
gap between HOMO and LUMO: 0.3379 Eh
LUMO level: -2.93 eV

---

Question: relative energy (zero: lowest compared OMol25 entry of this formula, charge and spin) of number 10 (C3H13N2O3)?
Answer: 27.08 kcal per mole